The following is a quantum chemistry calculation of a molecular structure, C12H35N2O7Pd2 at a distorted geometry, from OMol25.

As for the total charge: +3. For the electronic energy, the calculation gives -37250.27106 eV. Its expectation value of S² is 6.007. The gap between HOMO and LUMO (spin up / spin down) comes out at 7.44 / 4.86 eV. As for the spin multiplicity: 5. The LUMO energy (spin up / spin down) is -9.9583 / -12.5302 eV.

Each line ends with the Löwdin charge.
Element x y z (Å)
Pd (-17.68285, 10.07330, 7.81599)  1.2763
Pd (-14.57861, 9.51830, 10.49566)  1.2268
O (-16.18980, 11.37427, 6.38413)  -0.0741
O (-16.19418, 10.19787, 9.30996)  -0.4427
O (-18.77506, 12.54856, 11.26698)  -0.2540
O (-15.04269, 10.47814, 12.26588)  -0.3373
O (-16.65098, 8.51722, 6.70092)  -0.1453
O (-18.79059, 11.60887, 8.82662)  -0.2124
O (-19.11659, 10.77242, 6.24272)  -0.1216
N (-21.25708, 11.82832, 9.89957)  0.0355
N (-16.02558, 8.03844, 11.65602)  0.0593
C (-16.37702, 10.10974, 12.72771)  -0.1199
C (-19.75380, 11.99435, 6.59739)  -0.1505
C (-15.79535, 9.04053, 5.67057)  -0.1544
C (-17.63695, 13.40793, 11.58389)  -0.0464
C (-16.42944, 8.59634, 12.93675)  -0.3918
C (-21.02584, 10.95172, 12.15719)  -0.0492
C (-14.57261, 11.57017, 13.00083)  -0.0581
C (-15.48758, 8.12532, 14.01324)  -0.0288
C (-18.98203, 12.65144, 7.80294)  -0.1324
C (-20.03263, 13.20583, 11.49660)  -0.1546
C (-21.20619, 12.17904, 11.28439)  -0.3926
C (-15.21731, 10.42918, 6.05016)  -0.2221
H (-14.43704, 8.39281, 13.89960)  0.0933
H (-14.62141, 10.72793, 5.18776)  0.1510
H (-14.94252, 8.41755, 5.40100)  0.1516
H (-16.60713, 10.74657, 13.58187)  0.1526
H (-19.45222, 11.83714, 9.48368)  0.0232
H (-16.50161, 9.22647, 4.86143)  0.1379
H (-13.57624, 11.85393, 12.66197)  0.1155
H (-14.57147, 10.28176, 6.91575)  0.1118
H (-16.40045, 7.10071, 11.64125)  0.1318
H (-16.51441, 7.58285, 6.52804)  0.1278
H (-19.58522, 13.41426, 8.29526)  0.1283
H (-22.00904, 10.49707, 12.27846)  0.0903
H (-16.80297, 8.35610, 11.09490)  0.0764
H (-15.62826, 7.04755, 14.09529)  0.1041
H (-17.39850, 8.31826, 13.35110)  0.1716
H (-19.66208, 10.35015, 5.57508)  0.1332
H (-15.72731, 12.21550, 6.37851)  0.1304
H (-18.02026, 13.10268, 7.55902)  0.1168
H (-20.37699, 10.16272, 11.77697)  0.0707
H (-20.71067, 11.16053, 13.17952)  0.0910
H (-15.75726, 8.57454, 14.96905)  0.1070
H (-20.71659, 11.75928, 7.05114)  0.1212
H (-20.11537, 14.18937, 11.03411)  0.1297
H (-16.93894, 10.48459, 11.87223)  0.1065
H (-21.50947, 12.63242, 9.34295)  0.0991
H (-17.60186, 13.55716, 12.66305)  0.1012
H (-21.99703, 11.14728, 9.80601)  0.1132
H (-19.90167, 12.64290, 5.73390)  0.1477
H (-16.26510, 11.00286, 9.85904)  -0.0116
H (-22.22594, 12.51775, 11.46736)  0.1518
H (-16.70211, 13.03354, 11.16674)  0.0707
H (-14.40244, 11.40979, 14.06545)  0.1266
H (-17.88821, 14.36547, 11.12772)  0.0980
H (-15.22549, 12.43551, 12.88669)  0.0919
H (-20.04426, 13.49749, 12.54679)  0.1280


The following is a quantum chemistry calculation of a molecular structure, C12H36AsF6N4O6 at a distorted geometry, from OMol25.

As for the total charge: +1. For the electronic energy, the calculation gives -108403.91456 eV. The gap between HOMO and LUMO comes out at 6.62 eV. As for the spin multiplicity: 1. The energy above the lowest of the compared OMol25 structures with the same formula, charge and spin comes out at 6.0283 eV. The LUMO energy is -2.6871 eV.

Each line ends with the Löwdin charge.
Element x y z (Å)
As (-3.08134, 3.62896, 4.53936)  0.8846
F (-2.45117, 2.44727, 3.33272)  -0.3357
F (-2.56710, 4.75554, 3.27167)  -0.3117
F (-3.75425, 2.29981, 5.55969)  -0.3014
F (-1.48145, 3.65754, 5.39490)  -0.3337
F (-4.68609, 3.67337, 3.77992)  -0.2989
F (-3.49768, 4.98268, 5.65913)  -0.2989
O (-0.15951, -0.64930, -2.75385)  -0.0933
O (-6.17098, -0.11899, -0.73247)  -0.1871
O (4.37636, -4.00544, -1.17024)  -0.2031
O (-0.37770, 0.68503, -1.22563)  -0.0467
O (1.54633, 0.00599, -1.71003)  -0.0807
O (3.89525, 3.48850, 4.77312)  -0.1787
N (-4.84801, 0.32220, -3.16904)  0.2605
N (0.34738, 0.00235, -1.87995)  -0.7654
N (2.10344, 2.33504, 2.90705)  0.2610
N (3.34570, -3.51856, -3.94158)  0.2637
C (4.70367, -4.96653, -2.18787)  -0.1744
C (3.67328, -4.95322, -3.35050)  -0.2339
C (-6.26856, -0.20965, -3.14266)  -0.2931
C (3.87361, -5.99878, -4.55940)  -0.0126
C (2.38881, 4.36101, 1.55164)  -0.0421
C (-6.68207, -0.79587, -1.79494)  -0.2241
C (-6.55041, -0.57076, 0.52506)  -0.0860
C (-6.56269, -1.18054, -4.27213)  -0.0206
C (3.23685, 4.39732, 3.96621)  -0.1923
C (4.39486, 4.02909, 5.99153)  -0.0847
C (2.94068, 3.58998, 2.71719)  -0.3001
C (5.27432, -4.09177, -0.03926)  -0.0658
H (2.92873, 5.27448, 1.30235)  0.0962
H (1.37967, 4.77299, 1.55125)  0.1047
H (5.27543, -5.08320, 0.41367)  0.0915
H (2.79061, -3.63819, -4.77684)  0.1567
H (2.75009, -5.27842, -2.87084)  0.1406
H (-4.62983, 0.63059, -2.23235)  0.1659
H (2.99330, -5.93806, -5.19930)  0.0792
H (6.21974, -3.84148, -0.52054)  0.0870
H (4.46975, 3.23325, 6.73256)  0.0877
H (-7.75730, -0.74933, -1.62224)  0.1469
H (3.76156, 4.74378, 6.51714)  0.0992
H (4.79939, -5.93650, -1.69991)  0.1431
H (5.43733, 4.34630, 6.01888)  0.0913
H (-6.55290, -1.65107, 0.67005)  0.0966
H (-6.01613, -0.14914, 1.37646)  0.1085
H (2.79627, -2.95301, -3.31041)  0.1619
H (3.94667, 5.20399, 3.78306)  0.1447
H (3.82019, 3.10371, 2.29518)  0.1519
H (1.41060, 2.41408, 3.63768)  0.1725
H (3.93747, -7.00325, -4.14101)  0.0886
H (5.54403, -4.55113, -2.74405)  0.1273
H (5.20714, -3.35547, 0.76165)  0.0944
H (-7.52188, -1.67837, -4.12987)  0.1014
H (-6.34089, -1.80700, -1.57286)  0.1401
H (2.60868, 3.75872, 0.67016)  0.0945
H (1.49229, 2.17097, 2.11986)  0.1704
H (-4.80124, 1.00646, -3.91046)  0.1720
H (4.79375, -5.85187, -5.12495)  0.0821
H (-5.74179, -1.89374, -4.34675)  0.0986
H (-4.10087, -0.25848, -3.52217)  0.1708
H (-7.56646, -0.23337, 0.72980)  0.0973
H (2.72233, 1.58110, 3.16907)  0.1683
H (-6.73438, -0.47892, -5.08842)  0.0914
H (2.33015, 4.83570, 4.38312)  0.1498
H (4.22820, -3.06154, -4.12168)  0.1637
H (-6.84115, 0.71306, -3.23678)  0.1580


The following is a quantum chemistry calculation of a molecular structure, C12H36Br4HfO16P4 at a distorted geometry, from OMol25.

As for the total charge: 0. For the electronic energy, the calculation gives -364437.69618 eV. The gap between HOMO and LUMO comes out at 6.12 eV. As for the spin multiplicity: 1. The energy above the lowest of the compared OMol25 structures with the same formula, charge and spin comes out at 0.7831 eV. The LUMO energy is -2.3002 eV.

Each line ends with the Löwdin charge.
Element x y z (Å)
Hf (9.90725, 21.86822, -19.72647)  1.0454
Br (11.35456, 23.75885, -21.30595)  -0.0199
Br (11.59774, 22.17791, -17.40127)  -0.0387
Br (7.56093, 21.37014, -18.17178)  -0.0099
Br (9.23826, 20.17667, -21.87591)  0.0055
P (8.83151, 25.33492, -18.64168)  0.3863
P (13.29175, 20.16977, -20.55112)  0.4161
P (7.00162, 23.21247, -21.83984)  0.4043
P (10.37320, 18.31004, -18.13613)  0.3959
O (9.34027, 23.99046, -18.91848)  -0.4822
O (11.04827, 18.37461, -16.70295)  -0.2061
O (7.62766, 25.39581, -17.58565)  -0.2171
O (8.19049, 26.03332, -19.91949)  -0.1853
O (13.82987, 19.11892, -19.45584)  -0.2099
O (5.83765, 24.09847, -21.20760)  -0.2072
O (13.35466, 19.32275, -21.89052)  -0.2027
O (9.88342, 26.29460, -17.98363)  -0.1886
O (8.16307, 22.93292, -20.97847)  -0.4732
O (14.52352, 21.18202, -20.71687)  -0.2294
O (11.31005, 17.31534, -18.95313)  -0.1844
O (10.16818, 19.59434, -18.81784)  -0.4579
O (9.06721, 17.45853, -17.81027)  -0.2222
O (7.44904, 24.03308, -23.13257)  -0.2034
O (6.29260, 21.90669, -22.40470)  -0.2257
O (11.97911, 20.75776, -20.28574)  -0.4679
C (7.87060, 24.75670, -16.32321)  -0.0900
C (13.18680, 19.99994, -23.15340)  -0.0726
C (7.70766, 27.35064, -19.77163)  -0.1044
C (11.19205, 26.35638, -18.55177)  -0.0983
C (11.68612, 16.09290, -18.36051)  -0.1096
C (8.14025, 17.16349, -18.88535)  -0.0595
C (15.19601, 18.74064, -19.35393)  -0.0848
C (5.37854, 23.75495, -19.90146)  -0.1055
C (14.63969, 22.30919, -19.83905)  -0.1041
C (4.97771, 21.91091, -22.94270)  -0.0799
C (10.37898, 18.89852, -15.57026)  -0.0990
C (8.44284, 23.51186, -24.01611)  -0.0970
H (4.49748, 20.95905, -22.73524)  0.0935
H (10.53097, 18.25836, -14.70351)  0.0900
H (8.52023, 28.04958, -19.54774)  0.0920
H (11.30630, 15.92577, -17.35516)  0.0879
H (7.46039, 25.40289, -15.55071)  0.0915
H (10.70087, 19.91814, -15.35653)  0.0603
H (8.01868, 16.08681, -18.88234)  0.0890
H (15.39179, 18.61874, -18.28730)  0.0937
H (7.96275, 23.35185, -24.98088)  0.0888
H (9.29661, 18.97841, -15.70813)  0.0869
H (5.88653, 24.37023, -19.16311)  0.0725
H (9.22456, 24.25810, -24.13830)  0.0831
H (12.94660, 21.05314, -22.99962)  0.0770
H (11.40380, 15.18799, -18.91457)  0.0922
H (8.93186, 24.57360, -16.13963)  0.0858
H (8.91264, 22.58630, -23.68442)  0.0434
H (11.78936, 27.01078, -17.91491)  0.0924
H (14.47399, 23.19654, -20.45417)  0.0715
H (14.10987, 19.86025, -23.70994)  0.0905
H (15.87605, 19.54487, -19.64019)  0.0834
H (13.81572, 22.38223, -19.12072)  0.0068
H (7.22722, 27.70308, -20.68656)  0.0955
H (6.92984, 27.51629, -19.01893)  0.0935
H (12.33861, 19.56247, -23.67671)  0.0837
H (12.77517, 15.99868, -18.39806)  0.0915
H (5.43845, 22.70151, -19.62420)  0.0408
H (4.30873, 23.97040, -19.83066)  0.0941
H (15.58557, 22.32693, -19.30652)  0.0889
H (7.41444, 23.76723, -16.27696)  0.0509
H (11.75526, 25.42002, -18.54564)  0.0594
H (4.38484, 22.69811, -22.47082)  0.0824
H (7.24323, 17.73843, -18.66712)  0.0861
H (11.19199, 26.73371, -19.57465)  0.0855
H (8.46537, 17.52151, -19.86391)  0.0723
H (4.95603, 22.11866, -24.01273)  0.0928
H (15.37105, 17.83118, -19.92238)  0.0932


The following is a quantum chemistry calculation of 7 unconnected molecules or ions with the total composition C12H36ClO12 at a distorted geometry, from OMol25.

As for the total charge: -1. For the electronic energy, the calculation gives -50120.46914 eV. The gap between HOMO and LUMO comes out at 9.53 eV. As for the spin multiplicity: 1. The energy above the lowest of the compared OMol25 structures with the same formula, charge and spin comes out at 0.3472 eV. The LUMO energy is 2.7628 eV.

Each line ends with the Löwdin charge.
Element x y z (Å)
Cl (-0.12401, 0.92193, 0.15059)  0.2002
O (5.80021, 0.27026, 2.65832)  -0.0858
O (1.63554, 1.06738, -5.56783)  -0.0515
O (-1.87257, -1.14184, 2.03671)  -0.1049
O (1.59696, -1.67642, -0.51173)  -0.0861
O (2.82379, 0.56017, 2.06017)  -0.0750
O (2.34485, -2.21048, 2.29250)  -0.0662
O (-2.71051, -3.02846, 4.24046)  -0.0781
O (1.45150, 1.13337, -2.61859)  -0.0942
O (-3.07123, 1.93946, 1.09024)  -0.1000
O (-1.63703, 3.75760, -0.72613)  -0.0936
O (-2.28994, -2.23089, -4.72836)  -0.0789
O (-0.78899, -1.15530, -2.34762)  -0.1090
C (1.37231, -2.85771, 0.24486)  -0.2468
C (-2.88710, 4.05319, -0.08238)  -0.2549
C (3.70828, 1.50712, 2.55412)  -0.2776
C (-1.04618, -1.47231, 3.15193)  -0.2174
C (0.42978, 1.64158, -3.53764)  -0.2283
C (2.44388, -3.13450, 1.27314)  -0.2785
C (-2.19258, -1.08482, -2.55087)  -0.2341
C (4.72096, 0.87205, 3.44219)  -0.2088
C (-1.99131, -1.80476, 4.36772)  -0.2333
C (0.98082, 2.08921, -4.85350)  -0.2777
C (-3.68593, 2.80826, 0.11580)  -0.2474
C (-2.83565, -2.23488, -3.39202)  -0.2046
H (-0.37967, -0.62952, 3.33516)  0.1159
H (-1.26822, 3.02823, -0.22256)  -0.0371
H (1.67554, 2.90961, -4.67346)  0.1168
H (-0.47907, -2.37811, 2.93746)  0.0933
H (-2.18870, 1.72219, 0.78113)  -0.0639
H (4.21836, 2.00258, 1.72802)  0.1282
H (5.46528, -0.10117, 1.83889)  0.0738
H (4.19900, 0.03513, 3.90611)  0.1177
H (2.07307, 0.94326, 1.60051)  0.0244
H (-0.29755, 0.85114, -3.72282)  0.0955
H (0.24151, 2.58879, -5.47955)  0.1097
H (-1.33176, -0.60800, 1.45008)  -0.0494
H (3.39207, -3.02510, 0.74678)  0.1159
H (1.00604, 0.34446, -5.62008)  0.0830
H (-3.85082, 2.27393, -0.81983)  0.1168
H (-2.71413, 4.53826, 0.87830)  0.1154
H (-2.52380, -3.20581, -3.00710)  0.1129
H (1.34833, -3.67929, -0.47104)  0.1136
H (2.36686, -4.15549, 1.64700)  0.1154
H (-0.05784, 2.47607, -3.03370)  0.1157
H (2.58874, -1.35567, 1.92999)  0.0392
H (0.95575, -1.03644, -0.19411)  -0.0591
H (-0.46487, -0.46877, -1.76006)  -0.0392
H (0.95089, 1.03325, -1.80559)  -0.0774
H (5.10568, 1.55698, 4.19781)  0.1181
H (-2.56515, -1.08251, -1.52652)  0.1110
H (-2.37462, -0.06898, -2.90164)  0.1040
H (-1.40590, -1.86222, 5.28537)  0.1000
H (-4.63181, 3.07581, 0.58680)  0.1141
H (-2.05602, -3.73036, 4.26433)  0.0733
H (3.24257, 2.25965, 3.19045)  0.1198
H (-2.68271, -1.47650, -5.17360)  0.0706
H (0.40432, -2.78713, 0.74096)  0.1116
H (-3.92113, -2.25778, -3.29558)  0.1070
H (-3.47496, 4.72970, -0.70276)  0.1126
H (-2.74115, -1.04938, 4.60275)  0.1135


no.,M (g/mol)
1,532.259
2,521.352
3,1058.406
4,407.861